[1]
This record from the Open Molecules 2025 dataset describes a molecular structure, C16H18OPt. The level of theory is the ωB97M-V functional and the def2-TZVPD basis.

Summary:
- strongest force on any atom (eV/A) = 0.9
- LUMO level (spin up / spin down) (eV) = -7.66 / -9.77
- 2S+1 = 3
- net charge = +2
- calculated total energy (hartree) = -814.348484

Last column: Mulliken charge in e.
Positions of all 36 atoms, in Å:
1 Pt -1.56 0.14 -0.08  0.74
2 C -2.23 1.26 2.26  -0.35
3 C -3.49 1.37 1.66  -0.24
4 C -4.08 0.27 1.05  -0.40
5 C -3.44 -0.98 1.06  -0.38
6 C -2.19 -1.13 1.69  -0.53
7 C -1.56 0.02 2.25  -0.38
8 H -1.75 2.12 2.69  0.46
9 H -4.00 2.33 1.66  0.44
10 H -5.04 0.37 0.55  0.44
11 H -3.91 -1.84 0.60  0.48
12 H -1.73 -2.10 1.76  0.51
13 H -0.59 -0.09 2.72  0.52
14 C 2.75 -3.01 -0.46  -1.54
15 C 2.17 -1.64 -0.64  0.44
16 C 0.91 -1.45 -1.22  -0.15
17 C 0.35 -0.17 -1.36  0.11
18 C -0.77 0.00 -2.37  -1.50
19 C 1.11 0.96 -0.89  0.97
20 C 0.38 2.21 -0.80  -0.56
21 O -0.84 2.16 -0.59  -0.51
22 C 2.39 0.81 -0.39  0.46
23 C 3.27 1.94 0.07  -1.70
24 C 2.89 -0.51 -0.27  -0.37
25 H 2.11 -3.78 -0.89  0.38
26 H 2.87 -3.23 0.60  0.35
27 H 3.73 -3.07 -0.93  0.41
28 H 0.38 -2.30 -1.64  0.46
29 H -0.86 -0.87 -3.01  0.48
30 H -0.70 0.92 -2.95  0.44
31 H -1.86 0.08 -1.99  0.34
32 H 0.84 3.20 -0.90  0.46
33 H 2.82 2.92 -0.05  0.36
34 H 4.20 1.92 -0.49  0.40
35 H 3.52 1.81 1.13  0.40
36 H 3.89 -0.64 0.14  0.54

---

[2]
This record from the Open Molecules 2025 dataset describes 13 unconnected molecules or ions with the total composition C16H58N16O17. The level of theory is the ωB97M-V functional and the def2-TZVPD basis.

Summary:
- ΔE to the lowest compared entry with this formula, charge and spin (kJ/mol) = 468.6
- strongest force on any atom (eV/A) = 8.6
- LUMO level (eV) = -0.24
- 2S+1 = 1
- net charge = 0
- calculated total energy (hartree) = -2799.707441

Last column: Mulliken charge in e.
Positions of all 107 atoms, in Å:
1 C 2.44 1.01 -3.56  0.64
2 O 2.16 0.40 -2.57  -0.22
3 N 2.70 0.39 -4.67  -0.37
4 N 2.49 2.27 -3.65  -0.21
5 H 3.16 0.77 -5.48  0.21
6 H 2.82 -0.58 -4.44  0.28
7 H 2.24 2.84 -2.86  0.02
8 H 2.92 2.71 -4.45  0.20
9 C 5.34 0.12 -0.33  0.65
10 O 5.42 1.28 -0.62  -0.80
11 N 4.31 -0.65 -0.68  -0.12
12 N 6.13 -0.48 0.44  -0.38
13 H 3.42 -0.25 -0.94  -0.06
14 H 4.24 -1.58 -0.30  0.14
15 H 6.12 -1.46 0.68  0.16
16 H 6.87 0.14 0.77  0.24
17 C -1.13 2.74 -2.99  0.45
18 O -0.98 1.60 -3.29  -0.70
19 N -0.90 3.71 -3.74  -0.32
20 N -1.81 3.11 -1.95  -0.33
21 H -0.32 3.41 -4.52  0.28
22 H -1.11 4.69 -3.63  0.17
23 H -2.05 4.08 -1.77  0.14
24 H -2.20 2.33 -1.45  0.19
25 C 0.30 -2.13 -4.71  0.37
26 O 0.44 -3.04 -5.48  -0.75
27 N -0.61 -1.20 -4.77  -0.12
28 N 1.16 -1.94 -3.77  0.03
29 H -1.26 -1.25 -5.54  0.26
30 H -0.74 -0.32 -4.29  0.18
31 H 1.86 -2.66 -3.62  0.48
32 H 1.03 -1.19 -3.11  -0.21
33 C -1.19 -4.53 -1.78  0.57
34 O -0.69 -5.51 -1.21  -0.73
35 N -2.00 -4.60 -2.83  -0.41
36 N -0.96 -3.30 -1.44  0.43
37 H -2.15 -5.58 -3.04  0.23
38 H -2.56 -3.89 -3.27  0.17
39 H -0.21 -3.07 -0.80  -0.44
40 H -1.43 -2.59 -1.98  0.02
41 C 0.12 3.77 3.13  0.70
42 O -0.09 3.06 2.19  -0.81
43 N 0.99 3.50 4.12  -0.45
44 N -0.41 4.90 3.30  -0.40
45 H 1.00 4.27 4.78  0.10
46 H 1.62 2.72 4.04  0.26
47 H -0.16 5.36 4.17  0.11
48 H -0.98 5.28 2.56  0.26
49 C 2.48 -4.02 -1.32  0.67
50 O 1.93 -3.13 -0.69  -0.60
51 N 3.56 -4.61 -0.96  -0.51
52 N 2.17 -4.40 -2.50  -0.31
53 H 4.15 -5.02 -1.66  0.14
54 H 3.91 -4.35 -0.05  0.27
55 H 2.79 -5.10 -2.88  0.12
56 H 1.41 -3.94 -2.99  0.05
57 C -0.29 -0.17 0.31  0.31
58 O -0.59 -0.75 1.35  -0.86
59 N 0.43 -0.73 -0.58  1.04
60 N -0.46 1.17 0.16  0.86
61 H 0.64 -0.13 -1.36  -1.02
62 H 1.06 -1.45 -0.26  0.27
63 H -0.32 1.50 -0.78  -0.53
64 H -0.59 1.81 0.93  -0.06
65 C -3.29 2.99 2.76  0.31
66 C -4.84 3.32 2.68  -0.73
67 O -5.53 2.53 1.85  -0.58
68 O -3.08 1.72 3.41  -0.53
69 H -2.97 3.72 3.51  0.22
70 H -2.70 3.13 1.86  -0.06
71 H -4.97 4.38 2.45  0.36
72 H -5.31 3.07 3.64  0.36
73 H -5.42 1.62 2.14  0.45
74 H -2.18 1.47 3.66  0.21
75 C -0.44 -3.91 3.00  -0.03
76 C -0.92 -4.75 4.17  -0.72
77 O -0.95 -3.93 5.39  -0.58
78 O -1.32 -2.78 2.89  -0.23
79 H -0.36 -4.48 2.08  0.18
80 H 0.54 -3.44 3.05  0.27
81 H -0.34 -5.67 4.19  0.39
82 H -1.87 -5.26 4.05  0.26
83 H -1.48 -3.17 5.16  0.34
84 H -0.95 -2.11 2.32  0.46
85 C 2.95 3.15 0.17  0.77
86 C 2.02 4.31 -0.48  -0.45
87 O 2.17 4.32 -1.91  -0.60
88 O 4.26 3.69 0.28  -0.66
89 H 2.81 2.27 -0.46  -0.49
90 H 2.50 2.95 1.14  0.12
91 H 2.29 5.24 0.01  0.38
92 H 0.98 4.02 -0.31  0.10
93 H 1.70 5.08 -2.26  0.24
94 H 4.79 2.90 0.12  0.45
95 C -4.40 -1.42 2.57  -0.49
96 C -4.08 -1.64 1.13  0.05
97 O -5.30 -1.48 0.36  -0.62
98 O -4.99 -0.12 2.79  -0.64
99 H -3.52 -1.65 3.17  0.19
100 H -5.18 -2.09 2.93  0.37
101 H -3.69 -2.65 1.01  0.28
102 H -3.35 -0.89 0.80  -0.04
103 H -5.59 -0.60 0.62  0.36
104 H -4.29 0.35 3.24  0.44
105 O -0.77 -0.03 4.34  -0.54
106 H -0.18 0.55 3.86  0.18
107 H -0.42 -0.03 5.24  0.25

---

[3]
This record from the Open Molecules 2025 dataset describes 4 unconnected molecules or ions with the total composition H6IO3. The level of theory is the ωB97M-V functional and the def2-TZVPD basis.

Summary:
- ΔE to the lowest compared entry with this formula, charge and spin (kJ/mol) = 0.0
- strongest force on any atom (eV/A) = 0.3
- LUMO level (spin up / spin down) (eV) = 0.46 / -4.21
- 2S+1 = 2
- net charge = 0
- calculated total energy (hartree) = -526.969014

Last column: Mulliken charge in e.
Positions of all 10 atoms, in Å:
1 I 0.71 2.04 -0.03  0.07
2 O -0.28 -1.59 -0.20  -0.57
3 H -1.16 -1.42 0.14  0.32
4 H 0.22 -0.82 0.05  0.25
5 O -2.92 1.14 -0.35  -0.58
6 H -2.10 1.37 0.08  0.24
7 H -3.40 0.63 0.31  0.31
8 O 3.17 -0.51 0.33  -0.57
9 H 2.52 0.17 0.15  0.20
10 H 3.23 -1.00 -0.49  0.33

---

[4]
This record from the Open Molecules 2025 dataset describes a molecular structure, C47H55GeHfN8O7. The level of theory is the ωB97M-V functional and the def2-TZVPD basis.

Summary:
- ΔE to the lowest compared entry with this formula, charge and spin (kJ/mol) = 469.3
- strongest force on any atom (eV/A) = 0.5
- LUMO level (eV) = 2.01
- 2S+1 = 1
- net charge = -1
- calculated total energy (hartree) = -4913.713659

Last column: Mulliken charge in e.
Positions of all 119 atoms, in Å:
1 Hf 1.84 0.70 -1.06  1.02
2 O 5.56 -0.18 3.97  -0.60
3 C 4.68 -0.01 2.92  0.98
4 C 5.23 0.09 1.57  -0.31
5 C 4.36 0.22 0.55  -0.05
6 N 3.00 0.24 0.68  0.53
7 C 2.44 0.20 2.00  -0.08
8 C 3.37 0.04 3.13  -1.41
9 C 1.12 0.32 2.21  -0.50
10 O 0.25 0.39 3.08  -0.71
11 O 0.49 0.44 0.70  1.60
12 C 4.82 0.31 -0.89  -0.02
13 O 5.98 0.13 -1.21  -0.75
14 O 3.83 0.54 -1.72  -0.85
15 H 6.45 -0.18 3.62  0.28
16 H 6.29 0.08 1.37  0.40
17 H 2.96 -0.04 4.13  0.50
18 O -0.92 3.76 -6.91  -0.50
19 C 0.00 2.67 -6.98  -0.68
20 C 0.46 2.27 -5.61  0.53
21 C 1.33 1.11 -5.51  -1.31
22 C 1.70 0.70 -4.28  -0.44
23 N 1.31 1.28 -3.11  -0.08
24 C 0.65 2.54 -3.20  0.77
25 C 0.15 2.95 -4.49  -1.07
26 C 0.64 3.29 -2.07  0.42
27 C 0.04 4.60 -1.93  -1.04
28 C 0.14 5.31 -0.79  0.74
29 C -0.39 6.70 -0.66  -0.80
30 O 0.63 7.70 -0.80  -0.56
31 C 0.85 4.73 0.34  -0.89
32 C 1.39 3.50 0.21  -0.06
33 N 1.33 2.75 -0.94  -0.30
34 H -1.03 4.11 -7.79  0.30
35 H 0.87 2.95 -7.58  0.33
36 H -0.47 1.81 -7.46  0.26
37 H 1.69 0.60 -6.39  0.36
38 H 2.37 -0.16 -4.17  0.59
39 H -0.46 3.84 -4.57  0.48
40 H -0.48 5.02 -2.78  0.15
41 H -0.87 6.82 0.32  0.18
42 H -1.13 6.91 -1.44  0.37
43 H 1.43 7.34 -0.40  0.38
44 H 0.90 5.24 1.29  0.41
45 H 1.89 3.02 1.05  0.51
46 C 1.51 -4.27 2.75  -1.71
47 C 0.03 -3.92 2.98  1.57
48 C -0.21 -3.67 4.46  -1.49
49 C -0.87 -5.04 2.48  -1.86
50 N -0.35 -2.67 2.31  0.37
51 N -0.08 -2.59 0.93  -0.03
52 H 1.79 -5.14 3.36  0.46
53 H 2.15 -3.43 3.02  0.23
54 H 1.70 -4.53 1.71  0.42
55 H 0.01 -4.57 5.04  0.47
56 H -1.24 -3.38 4.63  0.20
57 H 0.43 -2.86 4.82  0.33
58 H -0.67 -5.97 3.02  0.46
59 H -0.71 -5.23 1.42  0.31
60 H -1.92 -4.76 2.63  0.34
61 H 0.10 -1.88 2.76  -0.20
62 H -0.90 -2.85 0.40  0.26
63 H 0.72 -3.14 0.62  -0.08
64 C -0.73 0.51 0.38  -1.39
65 Ge -2.16 0.51 1.80  4.16
66 C -3.64 -0.13 0.65  -0.83
67 C -4.97 0.17 0.97  0.00
68 C -6.02 -0.29 0.19  -0.79
69 C -5.77 -1.06 -0.93  -0.49
70 C -4.46 -1.36 -1.27  -0.68
71 C -3.41 -0.89 -0.49  -0.16
72 C -2.43 2.45 1.92  0.02
73 C -2.47 3.14 3.13  -0.32
74 C -2.66 4.51 3.16  -0.83
75 C -2.82 5.22 1.98  -0.51
76 C -2.78 4.54 0.76  -0.61
77 C -2.58 3.17 0.74  -0.44
78 C -2.50 -0.42 3.50  0.39
79 C -1.91 -0.05 4.71  -0.33
80 C -2.25 -0.69 5.90  -1.01
81 C -3.18 -1.72 5.90  -0.48
82 C -3.75 -2.12 4.70  -0.89
83 C -3.42 -1.47 3.52  -0.15
84 H -5.18 0.76 1.85  0.41
85 H -7.04 -0.04 0.47  0.38
86 H -6.59 -1.42 -1.55  0.37
87 H -4.25 -1.96 -2.16  0.38
88 H -2.39 -1.11 -0.79  0.09
89 H -2.35 2.60 4.07  0.26
90 H -2.68 5.03 4.11  0.40
91 H -2.97 6.29 2.00  0.41
92 H -2.89 5.08 -0.17  0.42
93 H -2.55 2.66 -0.22  0.30
94 H -1.16 0.72 4.72  0.35
95 H -1.77 -0.38 6.82  0.39
96 H -3.44 -2.21 6.83  0.35
97 H -4.47 -2.93 4.69  0.39
98 H -3.89 -1.79 2.60  0.23
99 C 3.03 -4.49 -2.57  -1.23
100 N 2.68 -3.18 -2.05  0.39
101 C 3.48 -2.75 -0.91  -0.71
102 C 1.64 -2.45 -2.50  -0.28
103 N 1.21 -1.39 -1.88  0.23
104 N 1.00 -2.94 -3.65  0.14
105 C 1.81 -3.00 -4.87  -1.27
106 C -0.34 -2.44 -3.92  -1.20
107 H 3.23 -5.15 -1.73  0.36
108 H 3.93 -4.45 -3.19  0.33
109 H 2.21 -4.90 -3.15  0.40
110 H 4.48 -2.44 -1.22  0.34
111 H 3.57 -3.58 -0.21  0.49
112 H 3.00 -1.93 -0.38  -0.20
113 H 0.43 -1.01 -2.41  0.10
114 H 2.87 -3.02 -4.63  0.42
115 H 1.63 -2.11 -5.48  0.41
116 H 1.56 -3.88 -5.45  0.30
117 H -0.96 -2.52 -3.03  0.39
118 H -0.77 -3.06 -4.70  0.33
119 H -0.34 -1.40 -4.27  0.34

---

[5]
This record from the Open Molecules 2025 dataset describes a molecular structure, C20H45AuBrN5O7P2SbSi3. The level of theory is the ωB97M-V functional and the def2-TZVPD basis.

Summary:
- ΔE to the lowest compared entry with this formula, charge and spin (kJ/mol) = 544.3
- strongest force on any atom (eV/A) = 3.3
- LUMO level (spin up / spin down) (eV) = -6.20 / -6.21
- 2S+1 = 1
- net charge = +1
- calculated total energy (hartree) = -6090.695646

Last column: Mulliken charge in e.
Positions of all 85 atoms, in Å:
1 Au 0.00 -0.25 -0.28  0.73
2 O 4.20 1.16 0.99  -0.56
3 P 2.71 0.70 0.90  -0.18
4 O 2.41 -0.07 2.20  0.31
5 O 2.45 -0.04 -0.34  -0.68
6 O 1.86 2.04 1.14  -0.18
7 P 0.55 2.63 0.36  0.83
8 O -0.58 2.30 1.53  0.18
9 O 0.68 4.07 0.24  -0.79
10 O 0.19 1.77 -0.81  -0.84
11 H 4.46 1.64 1.78  0.34
12 H -0.94 3.16 1.73  0.22
13 C -3.02 -0.63 -1.91  -0.75
14 N -4.47 -0.66 -1.94  0.06
15 C -4.97 0.71 -1.83  -0.70
16 N -4.52 1.33 -0.58  0.18
17 C -3.07 1.33 -0.56  -0.73
18 N -2.53 -0.04 -0.65  0.69
19 C -3.07 -0.81 0.46  -0.11
20 N -4.52 -0.84 0.47  0.20
21 C -4.96 -1.42 -0.80  -0.75
22 C -5.01 0.54 0.53  -0.55
23 H -2.65 -0.03 -2.74  0.30
24 H -2.63 -1.65 -1.99  0.25
25 H -6.06 0.69 -1.85  0.34
26 H -4.59 1.29 -2.67  0.35
27 H -2.73 1.77 0.38  0.07
28 H -2.68 1.92 -1.38  0.21
29 H -2.72 -0.35 1.40  -0.84
30 H -2.70 -1.84 0.40  0.62
31 H -6.05 -1.44 -0.83  0.39
32 H -4.58 -2.45 -0.87  0.34
33 H -4.65 0.98 1.47  0.15
34 H -6.10 0.53 0.53  0.37
35 C -2.95 -1.81 4.08  -0.76
36 Si -2.04 -0.27 4.76  0.39
37 C -2.08 -0.38 6.67  -1.11
38 C -2.87 1.31 4.11  -0.55
39 Sb 0.41 0.09 2.89  -0.59
40 Si 1.27 2.32 4.24  0.76
41 C 3.17 2.57 4.06  -1.01
42 C 0.37 3.96 3.79  -1.28
43 C 0.88 2.00 6.11  -1.03
44 Si 1.85 -1.89 4.31  0.66
45 C 1.23 -1.86 6.12  -0.98
46 C 3.75 -1.71 4.26  -1.13
47 C 1.27 -3.52 3.48  -0.98
48 H -3.88 -1.95 4.63  0.47
49 H -2.38 -2.72 4.19  0.34
50 H -3.22 -1.70 3.04  0.05
51 H -3.10 -0.30 7.02  0.45
52 H -1.50 0.39 7.15  0.38
53 H -1.70 -1.34 7.01  0.39
54 H -3.95 1.17 4.02  0.54
55 H -2.48 1.57 3.13  -0.16
56 H -2.71 2.15 4.77  0.44
57 H 3.38 2.94 3.07  0.17
58 H 3.74 1.66 4.23  0.23
59 H 3.53 3.32 4.77  0.52
60 H 0.67 4.31 2.81  0.40
61 H 0.65 4.73 4.51  0.50
62 H -0.71 3.86 3.82  0.28
63 H 1.29 1.07 6.49  0.23
64 H -0.19 1.99 6.29  0.16
65 H 1.30 2.81 6.70  0.47
66 H 1.40 -0.90 6.60  0.31
67 H 1.78 -2.60 6.68  0.47
68 H 0.18 -2.09 6.19  0.12
69 H 4.06 -0.78 4.72  0.27
70 H 4.10 -1.70 3.23  0.28
71 H 4.24 -2.53 4.78  0.46
72 H 0.19 -3.66 3.57  0.15
73 H 1.74 -4.37 3.96  0.58
74 H 1.54 -3.54 2.43  0.27
75 Br -0.18 -6.98 -0.72  -0.11
76 C -0.13 -5.10 -0.56  -0.04
77 C -0.52 -4.49 0.63  -0.85
78 C -0.48 -3.11 0.70  -0.27
79 N -0.09 -2.35 -0.32  0.48
80 C 0.30 -2.93 -1.45  -0.26
81 C 0.29 -4.30 -1.62  -0.68
82 H -0.85 -5.08 1.47  0.50
83 H -0.77 -2.58 1.61  0.68
84 H 0.63 -2.28 -2.24  0.43
85 H 0.61 -4.74 -2.55  0.48

---

> net charge of number 4 (C47H55GeHfN8O7)?

-1

---

> Among the records above, which one has the lowest net charge?

C47H55GeHfN8O7

---

> Which value of calculated total energy does entry 5 give?

-6090.695646 hartree

---

> What is the calculated total energy in the fifth record?

-6090.695646 hartree